(A)
16
Properties=species:S:1:pos:R:3 method="wB97M-V/def2-TZVPD" gap_ev=9.736 total_charge=0
C 2.623 -0.343 -0.265
C 2.100 -1.573 -0.336
C 1.592 0.614 -0.042
C -1.434 1.489 0.054
C -2.796 -0.602 0.327
N 0.420 0.099 -0.027
N -2.275 0.671 0.069
O 1.911 1.909 -0.007
O -0.835 2.502 0.016
S 0.408 -1.504 -0.153
H 3.764 -0.268 -0.305
H 2.665 -2.479 -0.435
H -2.743 -1.252 -0.496
H -2.495 -1.102 1.242
H -3.983 -0.537 0.522
H 1.079 2.376 -0.163

---

(B)
16
Properties=species:S:1:pos:R:3 method="wB97M-V/def2-TZVPD" gap_ev=9.190 total_charge=0 smiles="Cc1nsc(N)c1C(=O)O"
O -0.239 0.904 2.181
N -0.657 -0.589 -2.128
O 1.711 -0.261 1.443
S -1.079 0.981 -2.461
C 0.459 0.380 1.274
C 0.006 -0.784 -0.979
C 0.010 0.418 -0.122
C -0.606 1.430 -0.810
N -0.937 2.556 -0.073
C 0.405 -2.173 -0.533
H 1.878 -0.500 2.362
H -0.556 2.344 0.855
H -1.943 2.795 -0.011
H 1.482 -2.165 -0.318
H 0.210 -3.083 -1.141
H -0.145 -2.253 0.462

---

(C)
16
Properties=species:S:1:pos:R:3 method="wB97M-V/def2-TZVPD" gap_ev=9.370 total_charge=0
C -2.582 0.065 1.679
C -3.487 0.078 0.712
C -1.247 0.736 -0.127
C 1.318 -1.109 -0.531
C 3.170 0.379 -1.408
N -1.365 0.415 1.196
N 2.533 -0.484 -0.449
O 0.728 -1.966 -1.053
O 1.218 -0.102 0.281
S -2.789 0.418 -0.810
H -2.550 -0.275 2.740
H -4.509 -0.276 1.021
H 2.607 1.039 -1.998
H 4.055 0.876 -0.903
H 3.450 -0.338 -2.097
H -0.552 0.545 1.746

---

Looking at the structures above, (B) is most stable, and the difference to the next one is 0.475 eV.